DFT (ωB97M-V/def2-TZVPD) results for an isolated molecule of C21H24ClN3O4S.

Computed properties:
SMILES ... CCC(=O)N1CCc2cc(S(=O)(=O)NCCC(=O)NCc3ccccc3Cl)ccc21
Gap between HOMO and LUMO ... 0.33119 hartree
Lowest unoccupied orbital energy ... 0.3 eV

Geometry as XYZ:
```
54
Properties=species:S:1:pos:R:3:forces:R:3:nbo_charge:R:1
C 7.275821 0.434321 -0.413004 -0.1978 0.0560 0.0290 -0.597
C 5.859896 0.960043 -0.215151 0.3276 -0.2667 -0.0370 -0.500
C 4.883234 -0.181584 -0.001747 -0.0360 0.4244 -0.0195 0.697
O 5.222941 -1.343277 0.012288 0.1498 -0.2610 -0.0068 -0.601
N 3.577874 0.201161 0.176296 0.0083 -0.1070 0.0313 -0.430
C 3.111407 1.585413 0.154571 0.1559 0.5755 -0.0754 -0.202
C 1.596144 1.530618 0.415172 -0.0301 0.0189 -0.0090 -0.448
C 1.318232 0.062750 0.529976 0.1914 -0.2246 -0.0465 0.031
C 0.121467 -0.583636 0.742203 0.0567 0.0713 0.0283 -0.204
C 0.137460 -1.967664 0.816526 -0.5883 -0.1877 0.1796 -0.355
S -1.383315 -2.865830 1.009734 0.0962 -0.2512 -0.6084 2.323
O -1.168896 -4.071878 1.748736 0.2223 -0.1230 -0.1294 -0.930
O -2.411550 -1.961043 1.464855 0.3360 0.0526 -0.1475 -0.975
N -1.663517 -3.322800 -0.578599 0.2765 -0.0802 0.8216 -0.862
C -2.423259 -2.401185 -1.391491 -0.1542 0.2804 -0.1504 -0.224
C -3.948271 -2.501514 -1.191552 -0.0141 0.2223 -0.1408 -0.517
C -4.568736 -1.108881 -1.164757 0.0181 -0.6199 0.0684 0.684
O -5.154554 -0.619582 -2.109135 -0.1256 0.1833 -0.4102 -0.637
N -4.391853 -0.488708 0.016365 0.0308 0.2246 0.5551 -0.634
C -4.797206 0.883421 0.233478 -0.0963 0.0202 -0.1016 -0.252
C -3.610627 1.811178 0.194490 -0.1094 -0.0873 0.1294 -0.076
C -3.312553 2.525890 -0.958620 0.0317 0.0236 0.0641 -0.131
C -2.219720 3.372878 -1.013529 0.0328 0.0384 -0.0560 -0.232
C -1.404823 3.519410 0.096198 -0.0209 0.0067 -0.0165 -0.211
C -1.672332 2.803354 1.249578 -0.0343 -0.0599 0.1058 -0.241
C -2.762477 1.947713 1.291469 0.0594 0.2110 -0.2477 -0.030
Cl -3.050014 1.033583 2.737064 -0.0106 0.0083 0.1178 0.012
C 1.306231 -2.692226 0.685676 0.0466 -0.0107 0.0423 -0.163
C 2.514664 -2.048190 0.471967 0.0642 -0.1677 -0.0012 -0.226
C 2.507095 -0.662183 0.389930 -0.5440 -0.2280 0.0867 0.167
H 7.968928 1.258352 -0.561480 0.0611 0.0563 -0.0131 0.208
H 7.587221 -0.139095 0.455725 0.0744 -0.0548 0.0168 0.220
H 7.314488 -0.221926 -1.278102 0.0667 -0.0585 -0.0344 0.219
H 5.548401 1.536572 -1.089602 -0.0806 0.0848 0.0754 0.221
H 5.825074 1.623155 0.652808 -0.1029 0.0778 -0.0551 0.221
H 3.628254 2.165554 0.924155 -0.0512 -0.0030 -0.1195 0.203
H 3.331463 2.036117 -0.817855 -0.0125 0.0147 0.1248 0.202
H 1.022791 1.977788 -0.397415 0.0404 0.0430 0.0352 0.231
H 1.326274 2.049568 1.335155 0.0123 0.0596 -0.0222 0.223
H -0.804434 -0.044467 0.862612 -0.1390 0.1336 0.0244 0.240
H -1.961808 -4.283603 -0.641694 0.0222 -0.2414 0.2157 0.406
H -2.163449 -2.569339 -2.439735 0.0194 0.0943 0.1233 0.216
H -2.069364 -1.405280 -1.113071 -0.0692 0.0706 -0.2331 0.211
H -4.404990 -3.077333 -1.996247 -0.0374 0.0694 0.0608 0.233
H -4.149655 -2.992990 -0.238922 -0.0106 -0.0103 -0.0430 0.228
H -3.807361 -0.928550 0.720714 -0.1503 -0.0031 -0.1520 0.438
H -5.301166 0.958219 1.201418 -0.0111 0.0179 -0.1655 0.216
H -5.496948 1.136176 -0.566779 0.0695 0.0189 0.1736 0.242
H -3.953296 2.409537 -1.819599 -0.0958 -0.0285 -0.0924 0.220
H -2.009790 3.923638 -1.917772 0.0145 0.0537 -0.0817 0.217
H -0.561897 4.193902 0.068385 0.0797 0.0521 0.0068 0.216
H -1.046575 2.906729 2.122136 0.0623 -0.0021 0.1098 0.226
H 1.254809 -3.765663 0.765093 0.1141 -0.1664 -0.0185 0.240
H 3.434256 -2.598634 0.371109 -0.0188 -0.0206 0.0084 0.264
```
Forces are in eV/Å.